Molecular formula: C31H82N6O9
Method: DFT, ωB97M-V with the def2-TZVPD basis set

Last column: Mulliken charge in e.
Geometry (Å):
C (1.95804, 14.77379, 16.96751)  -1.239
C (1.31683, 14.21575, 18.13274)  0.553
C (0.26347, 15.17475, 18.76512)  -1.486
O (0.77824, 12.97358, 17.74168)  -0.336
H (2.52168, 14.13128, 16.29106)  0.170
H (2.56685, 15.63941, 17.22854)  0.400
H (1.16592, 15.05253, 16.27256)  0.296
H (2.02924, 13.89954, 18.89470)  0.244
H (-0.47146, 15.61422, 18.09070)  0.371
H (0.76732, 16.03435, 19.20706)  0.447
H (-0.25147, 14.64286, 19.56514)  0.339
H (-0.11085, 13.03274, 17.38442)  0.194
C (2.50227, 3.94291, 17.45690)  -0.842
C (2.41412, 3.89935, 15.93689)  0.397
C (3.19113, 2.57777, 15.32897)  -0.810
O (2.59711, 1.29438, 15.36655)  -0.332
C (1.68328, 0.88014, 14.32011)  -0.667
N (1.04093, 4.06699, 15.48121)  -0.548
H (1.97947, 3.13787, 17.97333)  0.314
H (2.17537, 4.93284, 17.77512)  -0.119
H (3.57520, 4.03535, 17.62536)  0.401
H (2.90575, 4.80365, 15.57823)  0.267
H (3.99209, 2.55139, 16.06780)  0.357
H (3.61349, 2.87110, 14.36789)  0.375
H (1.13056, 1.73159, 13.92306)  0.233
H (0.91482, 0.24281, 14.75758)  0.273
H (2.22653, 0.52555, 13.44418)  0.297
H (0.84021, 3.84386, 14.51683)  0.200
H (0.35284, 3.45128, 15.89052)  0.248
C (-3.91254, 8.04596, 21.11369)  -1.242
C (-4.61491, 9.33224, 21.62620)  0.469
C (-4.42945, 10.45903, 20.58938)  -0.749
O (-2.97512, 10.71792, 20.18795)  -0.123
C (-2.76024, 11.93468, 19.58363)  -0.794
N (-6.05902, 9.18760, 22.05927)  -0.710
H (-4.16002, 7.86988, 20.06686)  0.326
H (-4.28246, 7.20556, 21.70104)  0.416
H (-2.82720, 8.14193, 21.08319)  0.148
H (-4.10645, 9.66633, 22.53061)  0.292
H (-4.81175, 11.30937, 21.15406)  0.300
H (-5.07145, 10.37251, 19.71277)  0.304
H (-3.15083, 12.73562, 20.21135)  0.417
H (-3.15819, 12.14934, 18.59183)  0.323
H (-1.68167, 12.07199, 19.50659)  0.135
H (-6.67717, 9.09441, 21.26598)  0.247
H (-6.28800, 10.04867, 22.53489)  0.285
C (-2.88762, 10.50094, 14.96933)  -1.507
C (-2.42839, 9.87216, 16.27579)  0.333
C (-1.81238, 8.37670, 16.10682)  -0.804
O (-0.81231, 8.52624, 15.22464)  -0.351
C (0.13531, 7.44098, 15.27263)  -0.720
N (-1.32556, 10.72170, 16.81800)  -0.066
H (-2.04806, 10.25302, 14.31988)  0.309
H (-3.13746, 11.55593, 15.08192)  0.361
H (-3.73022, 9.94932, 14.55240)  0.379
H (-3.04402, 9.84061, 17.17474)  0.300
H (-2.40424, 7.64755, 15.55352)  0.392
H (-1.51211, 7.80008, 16.98172)  0.487
H (-0.49664, 6.55403, 15.22715)  0.433
H (0.78008, 7.36712, 16.14836)  0.078
H (0.76317, 7.57228, 14.39136)  0.384
H (-0.52468, 10.66944, 16.20486)  0.175
H (-1.01749, 10.16431, 17.60191)  -0.123
C (-2.59713, 4.68980, 25.30863)  -1.345
C (-1.51403, 5.13818, 26.33531)  0.419
C (-0.89286, 6.51149, 25.97270)  -0.651
O (-0.10408, 6.47634, 24.83684)  -0.308
C (0.35416, 7.75195, 24.61056)  -0.353
N (-2.20112, 5.22279, 27.64499)  -0.694
H (-2.93994, 3.66981, 25.48235)  0.377
H (-2.19727, 4.85530, 24.30822)  0.322
H (-3.49462, 5.28622, 25.47263)  0.317
H (-0.73997, 4.37501, 26.41589)  0.267
H (-0.23890, 6.79700, 26.79667)  0.325
H (-1.69354, 7.18574, 25.66872)  0.322
H (-0.50034, 8.42786, 24.57779)  0.301
H (0.87371, 7.78135, 23.65280)  -0.064
H (1.10668, 8.10680, 25.31476)  0.304
H (-2.61331, 4.32292, 27.84604)  0.249
H (-2.88229, 5.96197, 27.74360)  0.235
C (0.03918, 8.37840, 19.80304)  -0.885
O (1.26133, 7.90860, 19.27753)  -0.102
C (2.35909, 7.84914, 20.18763)  -0.426
C (3.56696, 7.12776, 19.55188)  -0.771
N (3.77711, 7.71391, 18.20773)  -0.110
C (4.42718, 9.01380, 18.13158)  -0.630
C (4.65328, 9.40186, 16.59893)  -0.435
O (3.48505, 9.66682, 15.88083)  -0.447
C (2.57817, 10.66839, 16.32965)  -0.748
H (0.01075, 9.02138, 20.68273)  0.517
H (-0.49903, 7.51284, 20.18936)  0.489
H (-0.57771, 8.80400, 19.01158)  -0.189
H (2.05775, 7.31947, 21.09136)  0.372
H (2.66501, 8.81480, 20.59014)  0.387
H (3.23311, 6.14574, 19.21680)  0.074
H (4.54509, 7.07894, 20.03040)  0.430
H (2.89563, 7.95412, 17.77716)  0.014
H (5.28679, 9.21521, 18.77079)  0.537
H (3.74919, 9.82184, 18.40636)  0.278
H (5.19893, 8.63358, 16.05111)  0.342
H (5.20615, 10.33493, 16.49016)  0.210
H (1.95541, 10.76929, 15.44077)  0.361
H (3.06206, 11.61228, 16.58067)  0.404
H (1.86744, 10.42304, 17.11880)  0.156
C (9.99541, 14.78550, 13.95357)  -0.779
O (9.49370, 13.56756, 14.55646)  -0.374
C (8.67578, 13.87590, 15.68524)  -0.855
C (7.29388, 13.22975, 15.39580)  -0.362
N (6.74915, 13.75776, 14.11015)  -0.328
C (5.45051, 13.19867, 13.90521)  -0.408
C (5.54324, 11.83895, 13.33029)  -0.025
O (5.21611, 11.75898, 11.92583)  -0.412
C (5.00798, 10.45670, 11.45976)  -0.702
H (9.15527, 15.44530, 13.73696)  0.363
H (10.50253, 14.40148, 13.06844)  0.251
H (10.54748, 15.38125, 14.68049)  0.325
H (8.49189, 14.94394, 15.80178)  0.426
H (9.08517, 13.50541, 16.62504)  0.372
H (6.67181, 13.51829, 16.24308)  0.343
H (7.64191, 12.19680, 15.39593)  0.223
H (7.38180, 13.50387, 13.36490)  0.302
H (5.04603, 13.67176, 13.01040)  0.452
H (4.79822, 13.38673, 14.75800)  -0.071
H (4.92141, 11.15015, 13.90211)  0.076
H (6.47694, 11.28378, 13.42023)  0.419
H (4.85304, 10.52013, 10.38270)  0.256
H (4.06574, 10.04511, 11.82153)  0.255
H (5.85896, 9.85520, 11.77931)  0.304

For the total energy, the calculation gives -60835.10821 eV. The calculation puts the energy above the lowest of the compared OMol25 structures with the same formula, charge and spin at 111.08 kJ/mol. The HOMO energy is -8.476 eV. The value obtained for the orbital gap is 0.33490 Eh. The SMILES is COC[C@H](C)N.COC[C@H](C)N.COC[C@H](C)N.COC[C@H](C)N.COCCNCCOC.COCCNCCOC.CC(C)O.